Density functional theory data (ωB97M-V/def2-TZVPD) for a 16-piece molecular cluster, C72H192N16O12 overall.

Cartesian coordinates (Å):
C (6.15, 2.88, -5.55)
C (4.66, 2.91, -5.76)
N (4.13, 1.56, -5.73)
C (2.63, 1.67, -5.80)
C (2.01, 2.28, -4.55)
C (4.63, 0.79, -6.92)
C (4.14, -0.64, -6.93)
H (6.70, 2.52, -6.42)
H (6.35, 2.37, -4.61)
H (6.41, 3.93, -5.40)
H (4.21, 3.43, -4.92)
H (4.36, 3.48, -6.64)
H (2.33, 2.22, -6.70)
H (2.29, 0.68, -6.09)
H (0.95, 2.04, -4.51)
H (2.41, 1.78, -3.68)
H (2.11, 3.36, -4.47)
H (5.72, 0.81, -6.87)
H (4.35, 1.29, -7.85)
H (3.11, -0.80, -7.26)
H (4.23, -1.05, -5.92)
H (4.75, -1.26, -7.60)
C (-0.59, -1.80, -0.07)
C (-0.03, -0.70, 0.83)
N (0.05, 0.68, 0.33)
C (-1.28, 1.26, 0.00)
C (-2.22, 1.17, 1.19)
C (0.81, 0.79, -0.90)
C (2.26, 0.40, -0.62)
H (0.10, -2.12, -0.86)
H (-1.57, -1.54, -0.48)
H (-0.65, -2.66, 0.60)
H (-0.63, -0.62, 1.74)
H (0.97, -0.97, 1.15)
H (-1.09, 2.29, -0.26)
H (-1.72, 0.78, -0.87)
H (-1.76, 1.53, 2.11)
H (-3.01, 1.91, 1.12)
H (-2.56, 0.15, 1.39)
H (0.79, 1.82, -1.22)
H (0.39, 0.13, -1.67)
H (2.31, -0.64, -0.33)
H (2.58, 0.94, 0.26)
H (2.87, 0.67, -1.49)
C (0.56, -1.62, -3.95)
C (0.10, -1.84, -5.42)
N (-0.55, -3.13, -5.69)
C (-1.75, -3.32, -4.84)
C (-2.76, -4.24, -5.54)
C (0.37, -4.30, -5.57)
C (1.47, -4.21, -6.57)
H (0.99, -0.63, -3.89)
H (1.30, -2.36, -3.69)
H (-0.27, -1.73, -3.23)
H (-0.56, -1.02, -5.74)
H (0.99, -1.78, -6.05)
H (-1.54, -3.68, -3.83)
H (-2.15, -2.29, -4.78)
H (-3.65, -4.25, -4.91)
H (-2.93, -3.82, -6.53)
H (-2.37, -5.25, -5.71)
H (-0.22, -5.19, -5.77)
H (0.78, -4.41, -4.57)
H (2.18, -3.41, -6.35)
H (1.06, -4.11, -7.57)
H (2.12, -5.08, -6.45)
C (-5.24, -5.28, 0.35)
C (-4.00, -5.33, -0.59)
N (-4.24, -4.95, -2.01)
C (-5.08, -5.95, -2.71)
C (-4.38, -7.31, -2.79)
C (-4.85, -3.66, -2.17)
C (-3.91, -2.61, -1.73)
H (-5.65, -4.29, 0.47)
H (-4.89, -5.72, 1.27)
H (-6.07, -5.87, -0.06)
H (-3.16, -4.71, -0.29)
H (-3.63, -6.35, -0.57)
H (-5.19, -5.50, -3.69)
H (-6.09, -6.10, -2.28)
H (-4.28, -7.79, -1.81)
H (-3.40, -7.12, -3.26)
H (-4.97, -7.99, -3.39)
H (-5.02, -3.55, -3.24)
H (-5.84, -3.54, -1.71)
H (-3.68, -2.65, -0.67)
H (-2.95, -2.77, -2.23)
H (-4.27, -1.60, -1.98)
C (4.37, -5.14, -0.39)
C (3.38, -3.96, -0.40)
C (3.12, -3.40, -1.78)
O (4.37, -3.03, -2.32)
C (4.24, -2.39, -3.57)
N (2.04, -4.14, 0.20)
H (5.33, -4.83, -0.80)
H (4.00, -5.97, -0.99)
H (4.49, -5.45, 0.65)
H (3.86, -3.16, 0.17)
H (2.45, -2.52, -1.68)
H (2.60, -4.14, -2.41)
H (3.72, -1.45, -3.43)
H (3.68, -3.06, -4.24)
H (5.25, -2.31, -3.97)
H (2.04, -4.28, 1.20)
H (1.65, -4.98, -0.23)
C (2.55, 4.62, -1.69)
C (2.29, 5.87, -0.84)
C (3.66, 6.47, -0.55)
O (3.44, 7.55, 0.34)
C (4.63, 8.23, 0.68)
N (1.54, 6.89, -1.52)
H (1.62, 4.11, -1.92)
H (3.23, 4.06, -1.03)
H (3.06, 4.85, -2.61)
H (1.86, 5.49, 0.10)
H (4.05, 6.85, -1.51)
H (4.34, 5.74, -0.09)
H (4.36, 9.03, 1.38)
H (5.12, 8.62, -0.21)
H (5.34, 7.51, 1.13)
H (1.40, 7.66, -0.87)
H (0.58, 6.55, -1.64)
C (-9.49, -1.68, 2.28)
C (-8.98, -1.48, 0.87)
C (-7.54, -1.99, 0.85)
O (-6.74, -1.10, 1.65)
C (-5.38, -1.46, 1.89)
N (-9.67, -2.34, -0.03)
H (-8.90, -1.06, 2.95)
H (-9.45, -2.74, 2.50)
H (-10.52, -1.33, 2.39)
H (-9.01, -0.41, 0.70)
H (-7.12, -2.07, -0.16)
H (-7.58, -2.97, 1.31)
H (-4.85, -1.57, 0.94)
H (-5.33, -2.41, 2.43)
H (-4.97, -0.67, 2.52)
H (-10.68, -2.23, -0.01)
H (-9.36, -2.12, -0.96)
C (-2.09, 2.14, -4.39)
C (-3.21, 1.38, -5.01)
C (-4.21, 1.05, -3.90)
O (-5.19, 0.18, -4.44)
C (-6.34, 0.10, -3.65)
N (-3.73, 1.94, -6.23)
H (-1.28, 2.37, -5.08)
H (-1.73, 1.50, -3.57)
H (-2.43, 3.05, -3.91)
H (-2.82, 0.40, -5.30)
H (-4.73, 1.92, -3.47)
H (-3.74, 0.49, -3.09)
H (-6.12, -0.34, -2.66)
H (-7.01, -0.57, -4.18)
H (-6.75, 1.10, -3.49)
H (-4.05, 2.88, -5.99)
H (-4.60, 1.46, -6.46)
C (-2.38, -4.68, 3.26)
C (-1.43, -5.69, 2.62)
C (-0.62, -6.46, 3.68)
O (-1.48, -7.39, 4.30)
C (-0.89, -8.14, 5.33)
N (-2.19, -6.52, 1.70)
H (-1.83, -4.00, 3.90)
H (-3.15, -5.18, 3.85)
H (-2.84, -4.14, 2.44)
H (-0.68, -5.11, 2.07)
H (-0.29, -5.72, 4.41)
H (0.19, -7.02, 3.20)
H (-0.63, -7.50, 6.18)
H (0.00, -8.68, 4.97)
H (-1.65, -8.85, 5.66)
H (-1.57, -7.05, 1.11)
H (-2.84, -7.16, 2.16)
C (1.88, -2.77, 3.68)
C (2.58, -2.93, 5.02)
C (1.77, -3.71, 6.00)
O (0.68, -2.91, 6.28)
C (-0.25, -3.48, 7.14)
N (3.79, -3.68, 4.87)
H (1.04, -2.07, 3.75)
H (1.49, -3.72, 3.31)
H (2.57, -2.46, 2.90)
H (2.65, -1.95, 5.52)
H (2.34, -3.87, 6.93)
H (1.52, -4.70, 5.58)
H (0.23, -3.97, 7.98)
H (-0.86, -4.25, 6.65)
H (-0.91, -2.67, 7.42)
H (4.30, -3.18, 4.15)
H (4.37, -3.61, 5.70)
C (7.45, 4.60, -2.52)
C (7.33, 3.94, -1.13)
C (6.25, 2.83, -1.22)
O (6.75, 1.79, -2.11)
C (5.71, 0.85, -2.41)
N (8.47, 3.32, -0.46)
H (6.44, 4.96, -2.72)
H (7.78, 3.98, -3.33)
H (8.03, 5.54, -2.44)
H (7.02, 4.75, -0.47)
H (5.31, 3.22, -1.63)
H (6.06, 2.38, -0.24)
H (4.85, 1.31, -2.91)
H (5.32, 0.39, -1.49)
H (6.15, 0.07, -3.01)
H (8.77, 2.53, -1.01)
H (9.28, 3.90, -0.30)
C (0.79, 1.31, 4.70)
C (0.16, 0.79, 6.02)
C (-1.15, 0.01, 5.78)
O (-2.06, 0.90, 5.10)
C (-3.33, 0.24, 4.97)
N (1.02, 0.07, 6.90)
H (0.07, 1.93, 4.17)
H (1.04, 0.53, 3.99)
H (1.61, 1.99, 4.94)
H (-0.13, 1.73, 6.50)
H (-1.68, -0.40, 6.65)
H (-0.84, -0.82, 5.13)
H (-3.24, -0.73, 4.47)
H (-3.99, 0.94, 4.47)
H (-3.67, -0.07, 5.95)
H (1.06, -0.91, 6.58)
H (0.66, 0.02, 7.84)
C (3.87, 6.52, 4.03)
C (2.77, 6.01, 3.14)
C (2.05, 4.78, 3.78)
O (1.08, 4.28, 2.96)
C (1.49, 3.37, 2.00)
N (1.74, 6.95, 2.84)
H (3.49, 6.83, 5.00)
H (4.46, 7.34, 3.63)
H (4.61, 5.73, 4.17)
H (3.24, 5.57, 2.25)
H (1.64, 5.12, 4.75)
H (2.78, 3.99, 3.94)
H (0.57, 3.06, 1.51)
H (2.03, 2.55, 2.47)
H (2.14, 3.85, 1.24)
H (2.10, 7.52, 2.07)
H (0.96, 6.43, 2.45)
C (-5.59, 1.90, -0.51)
C (-5.68, 3.42, -0.81)
C (-4.35, 4.16, -0.53)
O (-3.34, 3.74, -1.46)
C (-2.29, 4.68, -1.49)
N (-6.12, 3.65, -2.17)
H (-4.82, 1.43, -1.13)
H (-6.54, 1.44, -0.74)
H (-5.34, 1.74, 0.54)
H (-6.42, 3.88, -0.14)
H (-3.97, 3.98, 0.47)
H (-4.43, 5.25, -0.63)
H (-2.68, 5.67, -1.75)
H (-1.53, 4.26, -2.14)
H (-1.89, 4.85, -0.47)
H (-5.35, 3.68, -2.84)
H (-6.64, 4.52, -2.25)
C (7.59, -2.56, 2.38)
C (6.55, -2.30, 1.37)
C (5.77, -1.04, 1.80)
O (5.14, -1.19, 3.08)
C (4.15, -0.17, 3.33)
N (7.06, -2.17, 0.03)
H (7.05, -2.61, 3.34)
H (8.33, -1.74, 2.47)
H (8.16, -3.46, 2.17)
H (5.87, -3.16, 1.32)
H (5.00, -0.77, 1.06)
H (6.47, -0.21, 1.77)
H (3.29, -0.25, 2.65)
H (4.56, 0.84, 3.19)
H (3.80, -0.26, 4.35)
H (7.47, -1.25, -0.02)
H (6.30, -2.18, -0.68)
C (-3.13, 4.58, 2.96)
C (-2.57, 5.06, 4.30)
C (-3.59, 4.97, 5.38)
O (-4.59, 5.90, 5.09)
C (-5.53, 5.93, 6.12)
N (-1.46, 4.29, 4.91)
H (-3.40, 3.52, 3.08)
H (-2.35, 4.66, 2.21)
H (-4.00, 5.18, 2.65)
H (-2.29, 6.13, 4.28)
H (-3.10, 5.33, 6.28)
H (-4.01, 3.98, 5.55)
H (-5.06, 6.18, 7.07)
H (-6.02, 4.95, 6.20)
H (-6.30, 6.68, 5.88)
H (-1.77, 3.32, 4.96)
H (-0.62, 4.29, 4.33)

For the total energy, the calculation gives -126182.7244 eV. Its HOMO energy is -0.3031 Eh. The calculation puts the max |F| at 2.6 eV Å⁻¹.



Density functional theory data (ωB97M-V/def2-TZVPD) for a 12-piece molecular cluster, C72H54N6O24 overall.

Cartesian coordinates (Å):
O (-2.77, 1.21, -2.26)
N (-3.97, 0.96, -2.45)
O (-4.52, 1.36, -3.47)
C (-4.67, 0.15, -1.53)
C (-3.92, -0.37, -0.49)
C (-4.51, -1.21, 0.45)
C (-5.84, -1.53, 0.41)
C (-6.55, -1.13, -0.73)
C (-5.97, -0.34, -1.71)
H (-2.87, -0.11, -0.56)
H (-3.90, -1.66, 1.23)
H (-6.31, -2.19, 1.17)
H (-7.55, -1.47, -0.85)
H (-6.52, -0.07, -2.60)
O (4.03, 1.61, -4.00)
N (3.41, 0.93, -4.79)
O (2.22, 0.68, -4.81)
C (4.25, 0.08, -5.69)
C (3.73, -0.37, -6.89)
C (4.53, -0.89, -7.88)
C (5.90, -0.90, -7.67)
C (6.45, -0.47, -6.45)
C (5.62, 0.01, -5.44)
H (2.66, -0.35, -7.02)
H (4.14, -1.35, -8.79)
H (6.63, -1.10, -8.44)
H (7.56, -0.54, -6.33)
H (5.97, 0.38, -4.49)
O (0.09, -1.61, 2.42)
N (-0.43, -1.34, 1.31)
O (-1.58, -1.72, 1.02)
C (0.40, -0.54, 0.25)
C (1.60, 0.08, 0.65)
C (2.27, 0.81, -0.34)
C (1.78, 0.94, -1.64)
C (0.64, 0.28, -1.96)
C (-0.11, -0.48, -1.05)
H (1.82, 0.16, 1.70)
H (3.22, 1.26, -0.20)
H (2.42, 1.51, -2.32)
H (0.30, 0.47, -2.97)
H (-0.92, -1.09, -1.32)
O (1.40, 6.67, 1.56)
N (0.55, 6.40, 0.73)
O (0.12, 7.17, -0.06)
C (0.00, 4.94, 0.68)
C (-1.10, 4.61, -0.14)
C (-1.57, 3.33, -0.10)
C (-0.97, 2.38, 0.67)
C (0.04, 2.75, 1.53)
C (0.53, 4.03, 1.53)
H (-1.61, 5.39, -0.69)
H (-2.36, 3.11, -0.82)
H (-1.33, 1.38, 0.67)
H (0.51, 2.03, 2.20)
H (1.33, 4.37, 2.17)
O (-1.56, 8.67, -2.70)
N (-1.98, 7.81, -3.40)
O (-3.04, 7.84, -4.02)
C (-1.12, 6.55, -3.54)
C (0.16, 6.48, -3.03)
C (0.83, 5.26, -2.94)
C (0.29, 4.14, -3.57)
C (-0.95, 4.20, -4.20)
C (-1.68, 5.39, -4.19)
H (0.49, 7.44, -2.62)
H (1.86, 5.16, -2.53)
H (0.83, 3.19, -3.63)
H (-1.24, 3.27, -4.62)
H (-2.72, 5.46, -4.53)
O (0.85, 0.51, 8.22)
N (-0.34, 0.35, 8.49)
O (-0.81, 0.35, 9.62)
C (-1.36, 0.15, 7.36)
C (-0.84, -0.06, 6.12)
C (-1.71, -0.37, 5.07)
C (-3.08, -0.38, 5.32)
C (-3.59, -0.16, 6.58)
C (-2.70, 0.06, 7.66)
H (0.21, -0.02, 5.94)
H (-1.28, -0.47, 4.09)
H (-3.72, -0.43, 4.41)
H (-4.64, -0.23, 6.74)
H (-2.99, 0.14, 8.71)
O (-4.88, -5.21, 1.84)
C (-4.77, -4.95, 0.64)
C (-3.51, -4.43, 0.05)
C (-3.47, -4.15, -1.26)
C (-4.75, -4.10, -1.98)
O (-4.92, -3.45, -2.99)
C (-5.98, -4.83, -1.52)
C (-5.97, -5.12, -0.23)
H (-2.68, -4.35, 0.78)
H (-2.63, -3.71, -1.77)
H (-6.76, -4.82, -2.22)
H (-6.90, -5.51, 0.29)
O (3.75, -3.14, 2.27)
C (2.92, -3.22, 1.37)
C (3.17, -2.56, 0.05)
C (2.43, -2.90, -0.96)
C (1.20, -3.73, -0.79)
O (0.36, -3.66, -1.63)
C (0.97, -4.41, 0.52)
C (1.71, -4.16, 1.60)
H (3.99, -1.92, -0.04)
H (2.62, -2.65, -1.98)
H (0.12, -5.07, 0.53)
H (1.58, -4.56, 2.59)
O (3.75, 3.63, -1.42)
C (4.57, 3.61, -0.56)
C (5.65, 2.58, -0.59)
C (5.95, 2.10, 0.61)
C (5.69, 2.90, 1.85)
O (6.31, 2.69, 2.90)
C (4.88, 4.10, 1.77)
C (4.46, 4.54, 0.59)
H (5.90, 2.02, -1.50)
H (6.53, 1.20, 0.74)
H (4.55, 4.50, 2.69)
H (3.83, 5.39, 0.44)
O (-3.20, -5.05, 7.21)
C (-2.94, -5.11, 6.03)
C (-2.36, -3.96, 5.29)
C (-1.81, -4.14, 4.09)
C (-2.01, -5.43, 3.34)
O (-1.66, -5.48, 2.19)
C (-2.77, -6.50, 4.00)
C (-3.31, -6.30, 5.22)
H (-2.30, -3.02, 5.80)
H (-1.25, -3.42, 3.54)
H (-2.96, -7.41, 3.40)
H (-4.02, -6.99, 5.65)
O (-0.71, -1.05, -8.34)
C (-1.13, -1.21, -7.23)
C (-0.46, -2.14, -6.26)
C (-0.87, -2.25, -5.05)
C (-2.02, -1.48, -4.55)
O (-2.33, -1.50, -3.40)
C (-2.72, -0.59, -5.48)
C (-2.37, -0.47, -6.75)
H (0.42, -2.63, -6.67)
H (-0.27, -2.74, -4.25)
H (-3.60, -0.15, -5.02)
H (-2.84, 0.27, -7.38)
O (5.30, -0.28, 7.57)
C (4.85, 0.12, 6.52)
C (4.38, 1.52, 6.40)
C (3.94, 1.98, 5.25)
C (3.87, 1.13, 4.04)
O (3.42, 1.58, 3.00)
C (4.19, -0.33, 4.17)
C (4.65, -0.77, 5.32)
H (4.36, 1.99, 7.37)
H (3.52, 2.98, 5.12)
H (4.08, -0.97, 3.31)
H (4.87, -1.77, 5.61)

For the total energy, the calculation gives -133595.1270 eV. As for the structure (SMILES): O=[N+]([O-])c1ccccc1.O=[N+]([O-])c1ccccc1.O=[N+]([O-])c1ccccc1.O=[N+]([O-])c1ccccc1.O=[N+]([O-])c1ccccc1.O=[N+]([O-])c1ccccc1.O=C1C=CC(=O)C=C1.O=C1C=CC(=O)C=C1.O=C1C=CC(=O)C=C1.O=C1C=CC(=O)C=C1.O=C1C=CC(=O)C=C1.O=C1C=CC(=O)C=C1. Its HOMO energy is -0.3523 Eh. The calculation puts the max |F| at 3.2 eV Å⁻¹.



| no. | gap between HOMO and LUMO (eV) |
| --- | --- |
| 1 | 8.77 |
| 2 | 7.93 |